Entry 1:
The following is a quantum chemistry calculation of one molecule with the formula C5H10OS, from OMol25.

The geometry in XYZ format:
```
17
Properties=species:S:1:pos:R:3:lowdin_charge:R:1
C -1.452 -1.226 -1.043 0.016
C 0.525 1.556 0.075 -0.176
C -1.031 -0.816 0.117 -0.665
C -0.292 -1.605 1.069 -0.138
C 1.956 1.000 -0.502 -0.076
O -2.313 1.450 -0.169 -0.521
S -1.395 0.782 0.722 0.953
H -2.073 -0.556 -1.651 0.074
H -1.317 -2.263 -1.260 0.071
H 0.733 1.972 0.990 -0.004
H 0.138 2.304 -0.621 0.058
H -0.974 -2.446 1.380 0.106
H 0.725 -2.064 0.730 0.124
H -0.085 -0.880 1.871 0.054
H 1.821 0.584 -1.401 0.009
H 2.685 1.820 -0.565 0.077
H 2.350 0.388 0.258 0.038
```

***

Entry 2:
The following is a quantum chemistry calculation of one molecule with the formula C5H10OS, from OMol25.

The geometry in XYZ format:
```
17
Properties=species:S:1:pos:R:3:lowdin_charge:R:1
C -0.521 1.414 0.234 -0.150
C -0.576 -0.056 -0.083 -0.787
C -0.869 -0.917 1.217 -0.067
S -2.119 -0.226 -1.234 0.759
C 0.746 -0.526 -0.712 -0.152
C 2.146 -0.208 -0.051 -0.225
O 3.160 -0.679 -0.512 0.053
H -1.358 1.812 0.779 0.074
H -0.369 2.094 -0.612 0.077
H 0.529 1.540 0.700 0.096
H -0.309 -0.925 2.105 0.076
H -0.702 -1.790 0.740 0.028
H -1.838 -0.735 1.563 0.058
H -1.712 0.456 -2.218 -0.204
H 0.991 0.062 -1.661 0.136
H 0.628 -1.636 -1.066 0.154
H 2.173 0.321 0.811 0.074
```

***

Entry 3:
The following is a quantum chemistry calculation of one molecule with the formula C5H10OS, from OMol25.

The geometry in XYZ format:
```
17
Properties=species:S:1:pos:R:3:lowdin_charge:R:1
C -1.489 1.997 0.288 -0.428
S -1.144 0.976 1.743 0.792
C -0.369 -0.586 1.279 -0.521
C -0.395 -1.026 -0.243 -0.232
C 0.807 -0.516 -1.146 -0.152
C 2.172 -0.795 -0.503 -0.222
O 3.199 -0.385 -1.085 0.008
H -1.112 1.771 -0.760 0.050
H -2.562 2.132 0.356 0.010
H -0.898 2.924 0.560 0.033
H -0.919 -1.144 2.013 0.034
H 0.718 -0.637 1.464 0.048
H -1.222 -0.666 -0.833 0.079
H -0.411 -2.160 0.019 0.135
H 0.762 -0.992 -2.131 0.114
H 0.622 0.593 -1.393 0.127
H 2.243 -1.485 0.373 0.124
```

***

Entry 4:
The following is a quantum chemistry calculation of a 2-piece molecular cluster, C5H10OS overall, from OMol25.

The geometry in XYZ format:
```
17
Properties=species:S:1:pos:R:3:lowdin_charge:R:1
C -1.459 -2.144 -0.053 0.003
C -1.735 -0.963 0.382 -0.147
C -1.911 0.262 0.802 -0.185
C -2.510 1.301 -0.156 -0.100
H -0.355 -2.597 -0.172 0.122
H -2.195 -2.814 0.043 0.002
H -2.006 0.455 1.881 0.112
H -2.141 2.336 0.180 0.091
H -3.550 1.183 -0.189 0.045
H -1.933 1.174 -1.118 0.088
C 3.612 0.033 -0.678 -0.391
S 2.589 -0.114 0.872 0.772
O 1.501 1.067 0.898 -0.495
H 4.658 0.325 -0.443 0.026
H 3.079 0.628 -1.465 0.046
H 3.653 -0.926 -1.257 0.030
H 0.704 0.794 0.473 -0.019
```

***

Entry 5:
The following is a quantum chemistry calculation of one molecule with the formula C5H10OS, from OMol25.

The geometry in XYZ format:
```
17
Properties=species:S:1:pos:R:3:lowdin_charge:R:1
C 2.022 -1.501 -0.378 0.025
C 0.846 -1.023 -0.032 -0.225
O -0.283 -1.145 -0.956 -0.178
C -1.293 -0.132 -0.588 -0.714
C -1.623 -0.373 0.769 -0.152
S -0.748 1.489 -1.145 0.806
C 0.587 2.092 -0.115 -0.502
H 2.757 -1.590 0.461 0.080
H 2.127 -1.983 -1.298 0.046
H 0.404 -0.620 0.960 0.092
H -2.203 -0.219 -1.220 0.115
H -1.647 -1.585 0.744 0.169
H -0.916 -0.212 1.623 0.075
H -2.540 0.106 0.950 0.073
H 1.765 1.773 -0.655 0.119
H 0.412 1.613 1.088 0.104
H 0.334 3.310 -0.208 0.067
```

***

Entry 6:
The following is a quantum chemistry calculation of one molecule with the formula C5H10OS2, from OMol25.

The geometry in XYZ format:
```
18
Properties=species:S:1:pos:R:3:lowdin_charge:R:1
C -1.841 -0.019 -0.699 -0.026
C -0.485 -0.131 0.049 -0.653
C -0.673 -0.358 1.558 -0.038
O 0.270 -1.287 -0.383 -0.090
C 0.384 1.064 -0.249 -0.757
S 0.049 2.590 0.247 0.756
C 1.720 0.738 -0.865 -0.567
S 2.977 0.161 0.330 0.733
H -1.734 0.322 -1.743 0.093
H -2.552 0.692 -0.275 0.077
H -2.373 -1.013 -0.587 0.103
H -1.209 -1.310 1.675 0.086
H 0.318 -0.375 2.111 0.106
H -1.307 0.457 1.950 0.082
H -0.342 -2.002 -0.130 0.102
H 1.476 -0.010 -1.641 0.095
H 2.230 1.591 -1.271 0.041
H 3.091 -1.110 -0.078 -0.141
```

***

Looking at Kohn-Sham gap for the records above, in order, we have 9.26; 10.05; 9.12; 9.30; 9.28; 8.32 eV.
Looking at max |F| for the records above, in order, we have 5.0; 4.8; 4.0; 4.9; 4.9; 1.9 eV/A.
Looking at energy above the lowest of the compared OMol25 structures with the same formula, charge and spin for the records above, in order, we have 79.6; 46.8; 47.0; 84.3; 101.9; 16.7 kcal per mole.